Density functional theory data (wB97M-V/def2-TZVPD) for a 7-piece molecular cluster, C15H22F3NO15 overall in a non-equilibrium geometry.

```
56
C15H22F3NO15 wB97M-V/def2-TZVPD
N 0.148 -0.743 -2.328
H 0.934 -0.236 -1.947
H 0.360 -0.805 -3.314
H -0.706 -0.258 -2.093
H 0.232 -1.635 -1.862
C -0.216 -7.870 0.733
C 1.057 -7.370 -0.130
O 1.733 -8.222 -0.706
O 1.329 -6.152 -0.372
H -0.553 -8.841 0.370
H -1.012 -7.125 0.737
H 0.078 -8.086 1.760
C -0.722 -2.781 -10.466
C 0.253 -1.909 -9.578
O 0.575 -2.370 -8.454
O 0.635 -0.810 -10.098
H -0.442 -3.831 -10.381
H -0.582 -2.609 -11.533
H -1.748 -2.613 -10.140
C 7.503 1.853 0.844
C 6.859 1.118 -0.371
O 5.678 1.453 -0.691
O 7.589 0.340 -1.057
H 8.569 1.644 0.940
H 6.949 1.558 1.735
H 7.280 2.915 0.743
C -8.425 2.378 -0.138
C -8.267 1.657 1.184
O -7.104 0.884 0.825
C -7.034 0.656 -0.485
O -6.171 0.053 -1.025
O -7.878 1.499 -1.074
F -9.341 0.952 1.361
H -8.038 3.391 -0.031
H -9.442 2.459 -0.523
H -8.114 2.356 2.006
C 2.620 -3.214 5.719
C 2.461 -1.772 5.268
O 3.645 -1.200 5.879
C 4.613 -2.065 5.826
O 5.829 -1.812 5.886
O 3.992 -3.248 5.473
F 1.294 -1.239 5.609
H 2.040 -3.916 5.119
H 2.511 -3.394 6.788
H 2.422 -1.816 4.180
C -0.633 7.580 2.749
C 0.460 7.527 1.829
O 0.033 6.567 0.835
C -0.963 5.867 1.334
O -1.504 4.999 0.706
O -1.170 6.436 2.537
F 1.690 7.144 2.265
H -1.368 8.306 2.403
H -0.449 7.838 3.792
H 0.513 8.510 1.361
```

Output
Total charge = -2
HOMO level = -0.0914 hartree
Energy above the lowest of the compared OMol25 structures with the same formula, charge and spin = 147.5 kcal per mole
Molecular weight = 513.33 g/mol
LUMO energy = 1.64 eV
HOMO-LUMO gap = 4.12 eV
Strongest force on any atom = 10.1 eV/Å

Density functional theory data (wB97M-V/def2-TZVPD) for a 9-piece molecular cluster, C49H111N13O9 overall in a non-equilibrium geometry.

```
182
C49H111N13O9 wB97M-V/def2-TZVPD
C 3.758 7.171 0.892
C 2.496 6.208 0.770
C 2.533 5.220 1.937
C 1.246 7.085 1.161
C 0.754 7.919 -0.032
C 0.598 7.039 -1.335
C 1.826 6.251 -1.677
C 1.475 5.209 -2.722
C 2.931 7.089 -2.371
N 2.324 5.512 -0.518
O 3.271 4.575 -0.790
H 3.646 8.056 0.266
H 3.842 7.527 1.919
H 4.693 6.683 0.615
H 1.738 4.475 1.930
H 3.376 4.544 1.790
H 2.527 5.510 2.988
H 0.348 6.509 1.387
H 1.478 7.753 1.991
H -0.194 8.413 0.181
H 1.455 8.750 -0.115
H 0.491 7.786 -2.121
H -0.302 6.429 -1.263
H 0.770 4.562 -2.198
H 2.323 4.581 -2.995
H 0.925 5.621 -3.568
H 3.042 8.085 -1.942
H 2.789 7.181 -3.448
H 3.958 6.722 -2.360
H 2.922 3.682 -0.740
C 1.017 -3.091 -5.042
C 0.726 -1.891 -5.973
C 0.462 -0.555 -5.170
C 2.001 -1.695 -6.774
C 2.249 -2.753 -7.908
C 0.988 -2.685 -8.801
C -0.407 -2.872 -8.130
C -1.446 -2.327 -9.088
C -0.579 -4.438 -7.879
N -0.478 -2.102 -6.863
O -1.705 -2.176 -6.211
H 0.267 -3.186 -4.257
H 1.087 -4.052 -5.552
H 1.942 -2.868 -4.512
H 0.035 0.162 -5.871
H -0.167 -0.755 -4.303
H 1.380 -0.094 -4.806
H 2.169 -0.698 -7.182
H 2.932 -1.687 -6.207
H 2.992 -2.386 -8.616
H 2.380 -3.787 -7.590
H 1.077 -3.480 -9.540
H 1.131 -1.686 -9.213
H -1.432 -1.243 -9.209
H -2.379 -2.510 -8.555
H -1.489 -2.655 -10.126
H -1.397 -4.736 -7.224
H 0.350 -4.933 -7.595
H -0.894 -4.875 -8.826
H -2.057 -1.321 -6.471
C -3.019 -3.772 -0.722
C -3.867 -5.022 -0.782
C -5.321 -4.603 -1.048
C -3.281 -5.905 -2.013
C -2.029 -6.824 -1.689
C -2.214 -7.500 -0.389
C -2.727 -6.654 0.873
C -3.188 -7.785 1.846
C -1.558 -5.795 1.527
N -3.810 -5.795 0.504
O -4.470 -5.219 1.629
H -2.900 -3.219 -1.654
H -3.443 -3.064 -0.009
H -1.987 -4.038 -0.496
H -5.941 -5.468 -1.285
H -5.898 -4.107 -0.268
H -5.495 -3.862 -1.828
H -4.026 -6.663 -2.256
H -3.132 -5.384 -2.959
H -1.908 -7.525 -2.515
H -1.138 -6.206 -1.583
H -1.199 -7.809 -0.139
H -2.845 -8.371 -0.566
H -4.120 -8.199 1.458
H -3.543 -7.300 2.755
H -2.513 -8.604 2.093
H -1.421 -6.383 2.435
H -1.794 -4.840 1.996
H -0.695 -5.692 0.870
H -3.794 -4.662 2.021
C -7.754 3.519 1.389
C -7.098 4.155 0.137
C -7.573 5.624 -0.013
C -5.583 4.152 0.428
C -4.746 4.169 -0.806
C -5.168 3.252 -1.979
C -6.606 3.389 -2.246
C -6.764 4.674 -3.105
C -6.878 2.084 -3.075
N -7.397 3.274 -0.976
O -8.807 3.242 -1.161
H -7.442 2.495 1.596
H -7.675 3.971 2.378
H -8.843 3.477 1.389
H -7.214 6.228 -0.847
H -8.644 5.628 -0.214
H -7.409 6.163 0.920
H -5.363 5.038 1.024
H -5.246 3.358 1.094
H -4.739 5.236 -1.030
H -3.712 3.934 -0.550
H -4.897 2.252 -1.643
H -4.631 3.528 -2.887
H -7.667 5.265 -2.955
H -6.611 4.627 -4.184
H -6.111 5.425 -2.660
H -7.747 2.076 -3.732
H -6.966 1.261 -2.366
H -6.065 1.827 -3.753
H -9.075 2.326 -1.050
C 2.791 0.396 6.096
C 4.008 -0.536 6.379
C 3.491 -1.919 6.287
C 5.118 -0.385 5.182
C 5.931 0.879 5.360
C 6.569 0.820 6.786
C 5.602 0.592 7.968
C 6.410 0.239 9.215
C 4.905 1.910 8.268
N 4.708 -0.533 7.682
O 3.822 -0.774 8.695
H 1.998 0.360 6.843
H 3.111 1.412 5.867
H 2.318 0.108 5.157
H 3.100 -2.047 5.278
H 4.225 -2.696 6.502
H 2.589 -2.123 6.863
H 5.809 -1.212 5.342
H 4.695 -0.419 4.178
H 6.811 0.810 4.721
H 5.307 1.768 5.271
H 7.004 1.813 6.899
H 7.282 -0.003 6.817
H 7.297 0.802 9.505
H 6.826 -0.766 9.146
H 5.772 0.188 10.097
H 5.595 2.752 8.317
H 4.265 1.885 9.151
H 4.158 2.151 7.512
H 3.166 -0.126 8.429
N 1.123 -1.253 1.028
C 1.352 -0.043 0.560
N 0.371 0.756 0.677
O 2.364 0.288 -0.063
H 1.870 -1.931 1.082
H 0.217 -1.328 1.467
H 0.444 1.718 0.378
H -0.250 0.523 1.438
N 7.045 -1.229 -0.600
C 7.451 -0.440 -1.546
N 6.503 0.348 -1.839
O 8.518 -0.441 -2.070
H 7.576 -2.052 -0.356
H 6.059 -1.089 -0.430
H 5.587 0.184 -1.446
H 6.634 1.076 -2.526
N 5.463 -6.008 2.803
C 4.651 -5.591 1.868
N 4.298 -6.550 1.093
O 4.215 -4.452 1.700
H 5.919 -6.909 2.850
H 5.608 -5.344 3.550
H 4.574 -7.483 1.362
H 3.799 -6.447 0.221
N -2.624 -1.365 5.602
C -2.961 -1.109 4.363
N -4.263 -1.108 4.238
O -2.228 -0.790 3.481
H -1.675 -1.065 5.773
H -3.051 -2.146 6.079
H -4.774 -1.312 5.085
H -4.584 -0.909 3.302
```

Output
HOMO level = -0.2930 hartree
Energy above the lowest of the compared OMol25 structures with the same formula, charge and spin = 186.8 kcal per mole
Molecular weight = 1026.51 g/mol
LUMO energy = 0.00 eV
HOMO-LUMO gap = 7.98 eV
Structure (SMILES) = CC1(C)CCCC(C)(C)N1O.CC1(C)CCCC(C)(C)N1O.CC1(C)CCCC(C)(C)N1O.CC1(C)CCCC(C)(C)N1O.CC1(C)CCCC(C)(C)N1O.NC(N)=O.NC(N)=O.NC(N)=O.NC(N)=O
Strongest force on any atom = 7.3 eV/Å